1.
73
Properties=species:S:1:pos:R:3:forces:R:3 method="wB97M-V/def2-TZVPD" s_squared=6.178 total_charge=+2 total_energy_ha=-1797.19865 relative_energy_kcal_mol=73.5 spin_multiplicity=5 orbital_gap_ev="5.64 / 4.84"
Ru -1.2023 1.2125 0.5975 -1.173 0.057 -2.515
C 1.7214 -0.1635 0.2236 -0.188 1.286 0.055
C 1.1421 1.1176 0.5285 1.518 -1.308 0.932
C 0.4500 -0.4631 2.1257 -0.677 1.972 0.993
C 1.2862 -1.0941 1.1844 0.582 -1.545 -0.872
C 0.4089 0.9514 1.8143 1.500 -1.844 -0.212
C 2.8444 -0.4152 -0.7164 -0.072 -0.077 -0.428
H 2.9718 0.4082 -1.4182 0.002 -0.110 -0.014
H 2.7083 -1.3426 -1.2857 -0.042 0.179 0.088
H 3.7953 -0.5274 -0.1712 -0.291 0.054 0.021
C 1.7538 -2.5045 1.2815 0.532 0.254 -0.069
H 2.6053 -2.6767 0.6103 -0.333 -0.003 0.140
H 0.9583 -3.2207 1.0377 -0.018 0.158 0.088
H 2.1027 -2.7286 2.2999 -0.242 0.001 -0.152
C -0.1388 -1.0925 3.3122 -0.061 0.184 0.150
H 0.6725 -1.5627 3.8816 -0.241 -0.103 0.052
H -0.8803 -1.8603 3.0497 0.247 -0.048 0.044
H -0.6180 -0.3342 3.9304 -0.009 -0.201 0.152
C -0.0039 2.0731 2.6726 -0.341 0.406 0.308
H 0.8267 2.5558 3.2097 -0.316 0.018 -0.169
H -0.7829 1.7545 3.3704 0.209 0.193 0.192
H -0.4642 2.8232 1.9940 0.117 0.572 0.455
C 1.7363 2.3898 0.0751 0.031 0.467 -0.379
H 2.5190 2.7055 0.7785 -0.108 0.082 -0.149
H 0.9748 3.1706 0.0050 0.304 0.189 0.030
H 2.1938 2.2670 -0.9119 -0.084 0.170 0.237
C -0.9850 -0.2945 -2.7444 1.000 -0.433 1.424
C 0.1306 0.3501 -3.1363 0.098 -0.684 1.460
C 0.2257 1.8277 -3.1740 -0.318 1.201 -1.773
C -0.7867 2.7660 -2.4227 0.626 0.755 -0.289
C -1.6511 2.4583 -1.2242 0.350 -0.596 1.197
C -3.1361 2.1806 -1.4131 1.082 -0.132 2.438
C -3.4034 0.7721 -2.0296 -0.231 -0.404 -0.241
C -2.3786 0.1321 -3.0460 -1.089 0.638 -0.669
H 0.0685 2.0742 -4.2511 0.380 0.399 0.419
H -1.4559 3.1612 -3.2342 0.505 -0.393 1.077
H 1.2440 2.1982 -2.9327 -0.520 -0.601 -0.201
H -2.3028 0.8129 -3.9439 -0.099 -1.379 1.191
H -0.8436 -1.1786 -2.0950 -0.214 -0.305 -1.328
H 1.0799 -0.2035 -3.3122 -0.654 0.376 0.782
H -2.9096 -0.7994 -3.3488 0.350 0.534 0.005
H -3.3919 0.1222 -1.1391 -0.254 0.137 -0.458
H -3.4897 2.0942 -0.3590 0.012 -0.250 -0.084
H -4.4334 0.7068 -2.4608 0.847 0.013 0.298
H -0.2090 3.6389 -2.0732 0.153 -0.330 -0.394
H -1.4897 3.2646 -0.4725 -0.230 -0.017 -0.106
P -3.2232 2.6236 -4.4144 0.000 0.375 -0.875
C -4.0094 1.6472 -5.7314 -0.353 0.009 -0.725
C -2.7831 4.1686 -5.2608 -0.314 0.192 -0.492
P -4.1585 3.6568 -1.7784 -2.440 -0.409 -2.663
C -4.6680 3.1932 -3.4605 -0.462 0.875 -0.119
C -3.7713 5.4368 -1.8956 0.818 0.192 0.676
C -5.8033 3.7046 -0.9869 0.472 0.024 0.705
H -4.6846 0.8567 -5.3428 0.442 0.477 -0.124
H -3.2180 1.1562 -6.3341 -0.463 0.269 0.284
H -4.5838 2.3371 -6.3828 0.161 -0.580 0.184
H -3.6482 4.4332 -5.8825 0.365 0.412 -0.032
H -1.9036 4.0018 -5.8990 -0.271 0.121 0.154
H -2.5530 4.9746 -4.5472 -0.070 -0.239 -0.267
H -6.4538 4.1540 -1.7470 0.109 -0.051 0.206
H -5.7792 4.3531 -0.1022 -0.139 -0.222 -0.134
H -6.1962 2.7192 -0.7123 0.191 0.149 -0.129
H -5.4243 2.3920 -3.3689 0.243 0.510 -0.150
H -5.0758 4.1134 -3.9186 -0.362 -0.597 0.059
H -4.0112 5.9238 -0.9390 0.182 -0.194 -0.227
H -4.4446 5.8597 -2.6556 0.143 -0.367 0.171
H -2.7378 5.6828 -2.1625 -0.189 -0.164 0.019
B -2.1104 -3.2838 1.1545 -0.478 -0.494 0.307
C -1.9965 -1.8031 0.7056 0.304 2.265 -0.466
N -1.8592 -0.6518 0.4371 -0.923 -2.823 0.381
H -2.7451 -3.2985 2.2165 0.211 0.226 -0.516
H -0.9997 -3.7264 1.3375 0.060 0.189 -0.114
H -2.6896 -3.9282 0.2942 0.120 0.321 0.165

---

2.
79
Properties=species:S:1:pos:R:3:forces:R:3 method="wB97M-V/def2-TZVPD" s_squared=8.770 total_charge=0 total_energy_ha=-3116.20363 spin_multiplicity=6 orbital_gap_ev="5.10 / 5.19"
C 2.3413 -1.6764 -4.6932 -0.087 0.344 -0.490
C 1.4456 -0.6533 -4.0095 1.720 -1.009 2.571
H 1.8139 -2.0149 -5.5969 0.204 -0.172 0.253
H 2.6067 -2.5508 -4.0954 -0.160 0.443 -0.033
H 3.2650 -1.1992 -5.0451 -0.145 -0.050 0.120
C 0.6600 0.1671 -4.8181 -1.470 1.164 -0.050
C 0.4922 0.0958 -6.2729 -0.127 0.527 -1.011
H 0.0661 0.9432 -4.3271 0.363 -0.413 -0.213
H -0.1182 -0.7355 -6.6622 0.166 -0.049 0.293
H 1.4330 0.0922 -6.8449 -0.132 -0.104 0.196
H -0.0449 1.0103 -6.5514 0.124 -0.216 -0.269
Ru -0.1770 -1.0050 2.1921 -1.141 0.565 1.130
Cl 2.0289 -0.9869 2.6833 3.333 0.022 0.612
Cl -0.8446 -2.9285 3.1032 -1.017 -2.786 1.359
C 0.8276 1.9231 1.9208 -1.756 -0.968 -0.864
O -0.0349 1.1017 1.5007 1.554 2.758 0.342
N 0.4985 3.2040 2.1103 0.168 0.283 0.031
C -0.8376 3.6777 1.7574 0.087 0.080 0.188
C 1.5082 4.1898 2.4910 -0.070 -0.204 -0.150
H 1.8659 1.6433 2.1434 -0.232 -0.162 0.069
H -1.5959 2.9528 2.0866 0.309 0.225 -0.146
H -0.9332 3.8481 0.6746 0.011 -0.140 0.294
H -0.9826 4.6307 2.2806 -0.142 -0.238 -0.153
H 2.2401 3.7197 3.1602 -0.182 0.211 -0.163
H 0.9957 5.0089 3.0055 0.296 -0.140 0.014
H 2.0301 4.5889 1.6079 -0.133 -0.028 0.228
H -1.9262 -1.8019 -1.6938 -0.191 0.048 0.265
H -2.7636 0.6923 -2.6453 -0.115 0.155 0.218
C -2.9397 -1.5599 -1.3404 -0.043 0.150 -0.038
C -3.3623 0.8150 -1.7309 -0.002 -0.225 0.074
N -2.9774 -0.2132 -0.7617 0.002 0.121 -0.561
H -3.3047 -2.3321 -0.6548 0.152 0.373 -0.020
C -2.5819 0.1091 0.4788 0.367 -1.117 1.769
O -2.2606 -0.7092 1.3851 -1.961 1.566 -2.178
H -3.2148 1.8234 -1.3303 0.003 -0.264 -0.001
H -2.5696 1.2016 0.6713 -0.018 -0.404 -0.111
H -3.5863 -1.5297 -2.2234 -0.018 -0.163 0.212
H -4.4198 0.6794 -2.0073 0.266 0.137 0.098
O 0.8271 -1.1338 -2.7131 -0.154 0.945 -1.054
C 1.8179 -0.1342 -2.5702 0.412 -1.049 -0.693
C 0.1437 1.6891 -2.1450 0.431 -0.100 -0.395
C 1.4764 1.2379 -2.1032 -0.534 0.821 0.834
H -0.6167 0.9713 -2.4663 0.208 0.352 0.296
C -0.1766 3.0227 -1.8935 0.039 -0.149 0.101
H 2.7400 -0.5597 -2.1334 -0.241 0.402 -0.331
C 2.4510 2.1402 -1.6028 -0.157 -0.632 -0.539
H -1.2027 3.3571 -2.0664 0.273 -0.052 0.252
C 0.8084 3.9249 -1.4870 0.292 -0.225 -0.254
C 2.1329 3.4762 -1.3490 -0.419 -0.049 -0.035
H 3.4741 1.7781 -1.4417 -0.364 0.216 -0.208
H 0.5523 4.9730 -1.3112 0.139 -0.331 -0.077
H 2.9240 4.1876 -1.0981 -0.263 -0.312 0.135
Si 0.6463 -3.5836 -0.6778 -0.323 0.647 3.386
Cl 0.2276 -1.2830 0.0303 1.230 -2.340 -5.010
C -1.0321 -4.3204 -0.2204 -0.212 -0.132 -0.546
C 1.7930 -4.0121 0.7729 0.102 0.135 -0.603
C 1.4605 -3.9269 -2.2814 -0.107 0.078 -0.553
H -1.7804 -3.5449 0.0004 0.408 -0.299 -0.044
H -0.9370 -4.9304 0.6956 0.182 0.360 -0.370
H -1.4170 -4.9697 -1.0218 -0.029 0.166 0.147
H 0.8232 -3.6994 -3.1356 0.151 0.065 -0.015
H 1.7223 -4.9885 -2.3265 -0.091 -0.029 0.214
H 2.3914 -3.3591 -2.3397 -0.169 -0.052 0.038
H 2.6443 -3.3192 0.8071 -0.126 -0.177 0.078
H 2.1815 -5.0416 0.6820 -0.131 0.269 -0.105
H 1.2566 -3.9333 1.7273 0.029 0.114 -0.282
C -1.7067 0.4681 6.0744 0.183 0.489 -0.074
C -0.5948 -0.5259 6.4166 -0.343 -0.721 0.043
C 0.3476 -0.4559 5.2376 -0.108 0.451 -0.528
O -0.4815 -0.0507 4.0979 -1.162 1.193 2.061
C -1.8113 0.4102 4.5547 0.882 -0.450 -0.360
H -2.6590 0.2655 6.5660 0.085 -0.061 -0.015
H -1.3875 1.4818 6.3554 -0.095 -0.196 0.068
H -0.9786 -1.5483 6.4963 -0.171 0.132 -0.114
H -0.1101 -0.3207 7.3680 0.112 0.209 -0.005
H 1.0917 0.3341 5.3423 0.163 -0.054 0.139
H 0.8495 -1.3835 4.9467 -0.244 0.183 0.286
H -2.5537 -0.3024 4.1772 0.161 0.046 0.130
H -1.9804 1.3882 4.0872 -0.023 -0.186 0.122

---

3.
87
Properties=species:S:1:pos:R:3:forces:R:3 method="wB97M-V/def2-TZVPD" total_charge=0 smiles="N#CC[C@@](Cl)(C#N)CCCCCN.COC(=O)OC.COC(=O)OC.COC(=O)OC.COC(=O)OC.COC(=O)OC" total_energy_ha=-2693.92768 relative_energy_kcal_mol=14.1 spin_multiplicity=1 orbital_gap_ev=9.84
N 0.1774 1.4765 1.6792 -2.363 2.505 -0.250
C 0.9905 0.7056 1.5996 2.998 -3.593 1.090
C 1.9933 -0.3855 1.8867 -0.138 0.258 -0.760
C 1.7430 -1.6868 1.0292 0.446 -0.567 0.998
Cl 2.9693 -1.7203 -0.3010 -0.423 -0.125 0.087
C 2.0656 -2.8625 1.9511 -0.882 4.153 -3.541
N 2.1247 -3.6388 2.7544 0.468 -2.949 2.766
C 0.2693 -1.8630 0.5548 0.370 -0.296 -0.522
C -0.0801 -1.1675 -0.8009 -1.126 -0.281 -0.374
C -1.4550 -0.4132 -0.7687 0.112 0.018 -0.252
C -2.5951 -1.2445 -0.0995 -0.671 0.794 0.486
C -2.9200 -0.7673 1.3709 0.790 -0.227 -0.269
N -3.0157 -1.9094 2.3222 0.526 0.292 -0.232
H 2.9934 0.0406 1.6821 -0.414 -0.463 0.132
H 1.9693 -0.7111 2.9452 -0.300 0.709 -0.442
H -0.3985 -1.5410 1.3772 0.452 -0.035 -0.343
H 0.1133 -2.9542 0.4329 0.052 0.620 0.130
H 0.7198 -0.5257 -1.2097 -0.328 -0.191 0.456
H -0.2236 -1.9807 -1.5457 0.358 0.428 0.377
H -1.3090 0.5759 -0.2871 -0.302 -0.605 -0.071
H -1.7894 -0.1896 -1.8046 0.526 -0.165 0.464
H -3.5433 -1.1126 -0.6600 0.666 -0.252 0.020
H -2.3474 -2.3243 -0.1258 -0.155 0.465 0.093
H -2.0941 -0.0784 1.6576 -0.569 -0.233 -0.012
H -3.8648 -0.1905 1.4066 0.498 -0.317 -0.115
H -2.3839 -2.6421 1.9945 -0.256 0.111 0.119
H -2.6158 -1.6104 3.2120 -0.337 -0.142 -0.085
C 3.3191 2.2997 3.8378 -0.187 0.304 -0.137
O 4.1416 1.2378 4.3183 0.083 -0.066 0.027
C 5.1933 1.6409 5.0423 0.041 -0.117 0.014
O 5.4793 2.7806 5.3044 -0.115 -0.140 -0.088
O 5.8673 0.5537 5.4199 -0.090 0.066 -0.045
C 7.0309 0.8238 6.2059 0.359 -0.046 0.231
H 2.5054 1.8583 3.2706 0.083 -0.125 0.115
H 2.8944 2.8641 4.6679 0.115 0.050 -0.034
H 3.8849 2.9566 3.1767 0.012 0.046 0.127
H 6.7593 1.3256 7.1342 -0.014 0.109 -0.120
H 7.7465 1.4201 5.6411 -0.106 0.076 0.047
H 7.4884 -0.1328 6.4470 -0.183 -0.063 -0.160
C 4.6431 5.9755 3.7684 0.152 -0.136 0.323
O 3.8295 6.2967 2.6381 -0.035 0.049 -0.105
C 4.3102 7.2846 1.8781 -0.104 -0.074 0.003
O 5.3306 7.8927 2.0701 -0.091 -0.047 -0.029
O 3.4587 7.4797 0.8658 0.022 -0.064 0.089
C 3.8483 8.5156 -0.0352 0.009 0.218 -0.255
H 4.1588 5.1646 4.3070 -0.129 0.032 -0.184
H 5.6280 5.6359 3.4494 0.005 0.148 0.020
H 4.7296 6.8322 4.4363 0.115 0.024 -0.124
H 4.8023 8.2781 -0.5056 0.032 0.072 0.137
H 3.9038 9.4739 0.4807 0.139 -0.072 0.019
H 3.0847 8.5787 -0.8074 -0.082 -0.178 0.143
C 6.2418 -1.9460 2.8957 -0.256 -0.145 0.318
O 6.8669 -1.3325 1.7665 0.106 0.062 -0.073
C 8.1218 -0.9334 1.9862 -0.112 0.003 -0.098
O 8.7308 -1.0483 3.0188 -0.044 0.041 -0.082
O 8.5846 -0.3824 0.8597 -0.079 -0.046 0.061
C 9.9271 0.0941 0.9491 0.302 0.134 -0.072
H 5.2321 -2.2274 2.6020 0.096 0.084 -0.232
H 6.7787 -2.8470 3.1919 0.068 0.108 0.037
H 6.1792 -1.2452 3.7280 0.117 -0.075 -0.013
H 10.6122 -0.7244 1.1694 -0.056 0.052 0.137
H 10.0089 0.8758 1.7042 0.016 -0.136 0.072
H 10.1874 0.5158 -0.0192 -0.228 -0.074 -0.032
C -7.3967 -3.2262 -0.4794 0.131 -0.139 0.299
O -8.2095 -2.8990 -1.6079 -0.014 0.058 -0.117
C -7.7286 -1.9045 -2.3594 -0.115 -0.076 0.022
O -6.7091 -1.2978 -2.1595 -0.052 -0.030 -0.028
O -8.5780 -1.7023 -3.3717 0.014 -0.086 0.073
C -8.1878 -0.6578 -4.2651 0.030 0.287 -0.307
H -7.8868 -4.0408 0.0490 -0.151 0.043 -0.187
H -6.4101 -3.5608 -0.7995 0.004 0.158 0.009
H -7.3118 -2.3739 0.1942 0.114 0.013 -0.110
H -7.2331 -0.8914 -4.7357 0.029 0.065 0.136
H -8.1352 0.2962 -3.7409 0.146 -0.084 0.037
H -8.9455 -0.5847 -5.0421 -0.092 -0.230 0.142
C -8.9241 -4.1351 -6.1609 -0.014 -0.200 0.375
O -8.7850 -3.0992 -7.1352 0.012 0.056 -0.096
C -8.8557 -3.5226 -8.4007 0.013 0.107 0.046
O -9.0201 -4.6594 -8.7581 0.017 0.105 0.022
O -8.7117 -2.4608 -9.2006 -0.002 -0.029 0.114
C -8.7668 -2.7661 -10.5939 -0.001 0.022 -0.341
H -8.8507 -3.6752 -5.1773 0.010 0.220 -0.157
H -9.8982 -4.6160 -6.2465 0.098 -0.070 -0.119
H -8.1239 -4.8683 -6.2614 -0.118 -0.042 -0.129
H -9.7345 -3.1930 -10.8565 0.092 -0.118 0.050
H -7.9607 -3.4449 -10.8714 -0.120 -0.088 0.052
H -8.6387 -1.8320 -11.1365 0.012 0.070 0.232